Here is C34H36CrN3O5P as an isolated structure from the OMol25 dataset. Energies are from ωB97M-V with the def2-TZVPD basis set.

Its multiplicity is 4. The charge is +1. The energy above the lowest of the compared OMol25 structures with the same formula, charge and spin is 0.0000 eV.

Atoms and positions in Å:
1 Cr -0.14655 -0.34606 0.67004
2 P -0.12015 0.37962 -1.65655
3 O -0.25720 1.59980 1.24150
4 O -1.13703 -3.18676 2.03616
5 O 1.89055 -0.28768 1.21273
6 O -0.09949 -0.46424 2.78080
7 O 1.90026 -2.15299 -1.13699
8 N 3.33376 -1.56200 2.38532
9 N -1.07676 3.01464 2.78337
10 N 0.15153 -2.32358 0.34538
11 C 1.31705 4.21306 -1.94523
12 C -0.59517 1.84135 2.41531
13 C -4.92630 0.30773 0.20442
14 C -3.02312 -0.64347 1.35051
15 C -0.54329 -1.77932 -3.27813
16 C -0.45116 -3.34453 1.04369
17 C 0.44875 3.12950 -1.95665
18 C 1.17623 -0.28357 -4.06378
19 C 0.22297 -0.62460 -3.11485
20 C -4.56974 1.40166 -1.99064
21 C 1.36522 -1.09855 -5.17362
22 C 2.15495 -0.98750 2.20385
23 C 0.93803 1.84542 -1.74092
24 C 3.67079 -2.37884 3.54095
25 C 1.09171 -2.82836 -0.53225
26 C -0.07459 -4.68943 0.44130
27 C 4.36847 -1.45105 1.36000
28 C -3.74003 1.76254 -3.01738
29 C 2.29936 1.65418 -1.50291
30 C -1.31252 4.05591 1.78519
31 C -1.84822 0.87137 -1.82559
32 C 3.16292 2.73764 -1.50096
33 C -2.14822 -0.23146 0.37528
34 C -4.07327 0.73823 -0.84355
35 C -2.68626 0.46885 -0.74979
36 C -0.35368 -2.58505 -4.38553
37 C 1.03264 -1.20513 3.22638
38 C -0.43263 0.74011 3.45895
39 C -4.41325 -0.37384 1.26775
40 C -2.36269 1.47996 -2.94203
41 C -1.47359 3.32401 4.15124
42 C 2.67212 4.01836 -1.72089
43 C 0.97280 -4.34264 -0.61037
44 C 0.60495 -2.24468 -5.33415
45 H -1.71700 1.72896 -3.77688
46 H 2.81916 -2.51038 4.20131
47 H 1.95085 -4.78868 -0.43224
48 H -0.93564 2.71229 4.87027
49 H -5.98798 0.51120 0.13286
50 H -4.14002 2.24810 -3.89750
51 H -2.33451 4.41879 1.89016
52 H 4.22002 2.58427 -1.32686
53 H 4.48402 -1.91730 4.10211
54 H 1.32330 -0.88812 4.22815
55 H 0.68410 -4.60684 -1.62804
56 H -5.63261 1.60333 -2.05464
57 H -0.60771 3.28595 -2.13259
58 H 0.72571 -2.25183 3.25626
59 H -1.35455 0.58367 4.02041
60 H 0.93409 5.21000 -2.12129
61 H 0.28425 -5.34731 1.23169
62 H 0.75317 -2.87516 -6.20093
63 H 3.99545 -3.36410 3.20552
64 H -0.97651 -5.14544 0.03284
65 H -1.29366 -2.03969 -2.53802
66 H -2.65933 -1.22189 2.19327
67 H 2.10787 -0.83163 -5.91377
68 H 1.77343 0.61120 -3.94566
69 H 0.36391 1.02134 4.15266
70 H 2.67804 0.65427 -1.31838
71 H -1.22868 4.36440 4.35591
72 H -5.07022 -0.72296 2.05493
73 H 5.27485 -1.03867 1.80349
74 H -2.54732 3.18299 4.28397
75 H 4.01331 -0.81262 0.55967
76 H 3.34730 4.86408 -1.71995
77 H -0.61877 4.88227 1.94124
78 H 4.58369 -2.43974 0.95443
79 H -0.95365 -3.47651 -4.51394
80 H -1.16854 3.64311 0.79228


Here is C34H36F5FeN5P as an isolated structure from the OMol25 dataset. Energies are from ωB97M-V with the def2-TZVPD basis set.

Its multiplicity is 2. The charge is +2. The energy above the lowest of the compared OMol25 structures with the same formula, charge and spin is 0.2690 eV.

Atoms and positions in Å:
1 Fe 0.69586 -0.59449 0.05692
2 P -3.53673 0.40863 0.15051
3 F -2.43279 -0.91333 4.29950
4 F -1.68047 -2.91937 -0.67771
5 F -3.35249 -4.11350 0.98455
6 F -0.75602 0.34123 2.64848
7 F -3.74741 -3.14907 3.49364
8 N 0.06292 -0.65389 -1.72946
9 N 2.52519 0.44345 -0.25854
10 N 1.64905 -1.06799 1.87933
11 N 1.28765 -2.37558 -0.44404
12 N 0.10082 1.30606 -0.21089
13 C -4.85147 -0.32096 1.09287
14 C -2.22081 -1.40810 3.08352
15 C -0.72912 2.94400 -1.89293
16 C -6.84384 -1.50831 2.62061
17 C -3.22072 2.06881 0.79236
18 C -3.92654 0.47449 -1.59477
19 C 2.34890 1.90373 0.03380
20 C -1.09972 0.35824 -3.51816
21 C -2.68353 -3.04192 1.39874
22 C -4.22892 -0.68571 -3.68199
23 C -1.36886 -0.78793 2.19109
24 C 0.92824 2.22883 0.54346
25 C -2.89073 -2.55530 2.68049
26 C -6.63654 -1.92501 1.31066
27 C -3.88611 -0.70687 -2.33978
28 C 1.00771 -2.79046 -1.62520
29 C -0.21504 -1.87935 -3.72390
30 C 1.99020 -3.16908 0.55248
31 C -4.57831 0.51274 -4.29135
32 C -0.91166 -0.80387 -4.25938
33 C 1.34410 -4.14637 -2.14758
34 C -5.06060 0.08646 2.41764
35 C -0.57674 0.40250 -2.23660
36 C 0.26332 -1.77768 -2.42438
37 C -1.79867 -2.38330 0.56334
38 C -0.43110 1.58684 -1.34269
39 C -6.05738 -0.50416 3.17204
40 C -5.64311 -1.34145 0.54705
41 C 3.54835 -0.19494 0.59364
42 C 2.96576 -0.40566 1.97503
43 C -4.26712 1.68065 -2.21151
44 C 1.69268 -2.55460 1.92169
45 C -4.58896 1.69420 -3.56023
46 C -1.05859 -1.25391 0.91602
47 H 3.66096 -0.96921 2.60283
48 H 3.06078 -3.16189 0.33130
49 H -0.05300 3.18122 -2.71775
50 H -7.62117 -1.96957 3.21475
51 H -4.84954 0.52702 -5.33874
52 H 4.45882 0.40767 0.65529
53 H -5.49584 -1.66728 -0.47375
54 H 1.02510 -4.28105 -3.17673
55 H 3.81501 -1.14448 0.13167
56 H -1.29921 -0.86561 -5.26730
57 H 2.80859 0.56145 2.45636
58 H 1.10662 -0.77234 2.68276
59 H -1.74042 2.94834 -2.30605
60 H -7.25244 -2.70536 0.88533
61 H 2.50972 2.45988 -0.88983
62 H -2.68686 1.99118 1.73942
63 H 0.85586 -4.91265 -1.54147
64 H 0.71973 3.28752 0.37898
65 H 1.67456 -4.21476 0.54325
66 H 0.70587 -2.88430 2.24530
67 H -4.31588 2.60084 -1.64289
68 H 0.81044 2.00817 1.60270
69 H -1.62794 1.20339 -3.93735
70 H -3.58036 -1.63710 -1.87599
71 H -6.22010 -0.18282 4.19159
72 H 3.10262 2.24002 0.74655
73 H -4.87134 2.62417 -4.03547
74 H 2.41936 -2.90439 2.65886
75 H -4.44671 0.85743 2.86602
76 H -4.15620 2.60881 0.94507
77 H 2.41988 -4.32323 -2.09782
78 H -0.65832 3.73057 -1.14600
79 H 2.83004 0.35507 -1.22130
80 H -4.22274 -1.60449 -4.25359
81 H -0.05824 -2.77416 -4.30864
82 H -2.59347 2.61437 0.08769


Here is C34H36GeMoN6OS as an isolated structure from the OMol25 dataset. Energies are from ωB97M-V with the def2-TZVPD basis set.

Its multiplicity is 1. The charge is +2. The energy above the lowest of the compared OMol25 structures with the same formula, charge and spin is 1.3896 eV.

Atoms and positions in Å:
1 Mo -1.00146 0.60708 -0.29783
2 Ge 0.45389 -2.07574 -1.24881
3 S -2.60233 -0.80839 -1.29241
4 O -1.68842 2.46202 -0.32040
5 N 1.91487 2.22695 2.12563
6 N -0.19460 1.33964 1.57969
7 N -3.19455 -0.89182 1.28382
8 N 0.91896 2.53354 0.00621
9 N -2.63969 0.35844 1.10059
10 N -3.90409 -2.70613 0.05336
11 C -1.60584 -3.96868 -2.15816
12 C -2.48813 5.44682 1.57207
13 C 4.18578 -4.00433 -0.86393
14 C -3.19976 4.91330 2.64079
15 C -2.87861 2.69809 1.72840
16 C -0.72080 -3.61367 -1.13958
17 C -1.41590 -5.56322 0.10723
18 C -0.70401 -0.33397 -4.97707
19 C 2.09228 3.25059 -0.52197
20 C -3.27427 -1.53600 0.17187
21 C 3.24697 -1.39559 -0.92569
22 C -0.32689 0.76282 2.92148
23 C -0.26907 -1.27367 -4.04672
24 C -0.80917 1.01644 -4.65840
25 C 3.05918 3.05513 1.72537
26 C 0.88265 2.04338 1.30847
27 C 0.14647 -0.72586 0.23996
28 C -0.62883 -4.42654 -0.01050
29 C 0.07820 -0.87986 -2.76639
30 C 3.33751 2.86279 0.24632
31 C -1.97217 4.62693 0.58246
32 C 5.07358 -2.94394 -0.75712
33 C -3.17708 1.29859 1.80077
34 C 1.02655 0.44569 3.53357
35 C 4.60402 -1.63582 -0.78866
36 C -2.15755 3.24886 0.65338
37 C -2.38137 -5.11450 -2.04938
38 C -0.41929 1.44650 -3.40555
39 C 1.91627 1.66924 3.48034
40 C 2.82608 -3.76074 -0.99982
41 C -3.40513 3.55230 2.70770
42 C 2.34660 -2.45545 -1.03233
43 C -2.29017 -5.91015 -0.91324
44 C 0.00879 0.50137 -2.46083
45 H 4.17208 3.48574 -0.06996
46 H 0.89625 0.12025 4.56468
47 H -3.95422 0.98663 2.49315
48 H 0.04187 2.99547 -0.22713
49 H -0.86775 1.47078 3.55652
50 H 3.90956 2.73245 2.32258
51 H 3.60899 1.82122 0.05590
52 H -1.16245 1.71892 -5.40008
53 H -4.36500 -3.09003 0.86265
54 H -0.44427 2.49812 -3.14684
55 H 1.51375 -0.37495 3.00104
56 H 0.67472 0.84309 -1.62926
57 H 2.14282 -4.59762 -1.08581
58 H 0.83143 -0.83837 1.07547
59 H -1.69966 -3.35351 -3.04474
60 H 4.55132 -5.02224 -0.84647
61 H 1.92389 4.32529 -0.41871
62 H 5.29975 -0.80974 -0.71634
63 H -3.60668 5.56421 3.40163
64 H 0.06189 -4.18152 0.78979
65 H -2.34603 6.51730 1.50443
66 H -1.45159 5.04621 -0.27002
67 H -3.74248 -3.30194 -0.74149
68 H -2.89177 -6.80567 -0.83142
69 H -0.92889 -0.14018 2.85561
70 H 6.13343 -3.13483 -0.65506
71 H 2.86711 4.10487 1.96276
72 H 2.94371 1.40471 3.72595
73 H -3.05037 -5.39110 -2.85418
74 H 1.59177 2.43450 4.18978
75 H -0.96932 -0.66229 -5.97424
76 H 2.89192 -0.36766 -0.96428
77 H -1.33542 -6.18450 0.98924
78 H 2.18315 3.02668 -1.58549
79 H -3.98330 3.13007 3.52087
80 H -0.20970 -2.31280 -4.34520